Record 1
Below is an isolated molecule of C4H6S2, with properties calculated with ωB97M-V with the def2-TZVPD basis set.

## Properties
ΔE to the lowest compared entry with this formula, charge and spin in kJ/mol: 147.5
Lowest unoccupied orbital energy in eV: -0.5
SMILES: S=CC[C@H]1CS1

The geometry in XYZ format:
```
12
C4H6S2 | the Open Molecules 2025 dataset | ωB97M-V with the def2-TZVPD basis set
C 1.712 0.166 0.159
C 0.480 -0.742 0.021
C -0.861 -0.245 0.523
C -1.326 0.876 -0.340
H 1.430 1.188 0.511
H 0.932 -1.729 0.286
H 0.261 -0.913 -1.017
H -1.001 -0.308 1.560
H -1.773 1.803 0.083
H -0.707 0.907 -1.240
S 3.220 -0.349 -0.264
S -2.367 -0.653 -0.282
```

Mulliken atomic charge list, values in e, 6 entries:
1 C -0.148
2 C -0.784
3 C -0.087
4 C -0.795
5 H 0.281
6 H 0.403



Record 2
Below is an isolated molecule of C4H6S3, with properties calculated with ωB97M-V with the def2-TZVPD basis set.

## Properties
ΔE to the lowest compared entry with this formula, charge and spin in kJ/mol: 156.8
Lowest unoccupied orbital energy in eV: -0.6
SMILES: S=C[C@@H](S)/C=C/S

The geometry in XYZ format:
```
13
C4H6S3 | the Open Molecules 2025 dataset | ωB97M-V with the def2-TZVPD basis set
C -0.211 0.463 -0.484
C 0.479 -0.914 -0.132
C 0.119 1.714 -0.270
C -0.037 -1.551 1.127
S 0.923 -2.210 2.301
S -0.604 3.247 -0.737
S 0.211 -2.070 -1.477
H -1.211 0.382 -0.943
H 1.648 -0.801 0.061
H 1.097 1.905 0.140
H -1.156 -1.731 1.286
H -0.219 3.665 0.436
H -1.040 -2.099 -1.305
```

Mulliken atomic charge list, values in e, 6 entries:
1 C -0.127
2 C -0.096
3 C -0.449
4 C -0.214
5 S -0.197
6 S -0.175



Record 3
Below is C4H7AgO as an isolated structure, with properties calculated with ωB97M-V with the def2-TZVPD basis set.

## Properties
ΔE to the lowest compared entry with this formula, charge and spin in kJ/mol: 0.0
Lowest unoccupied orbital energy (spin up / spin down) in eV: -6.2 / -6.2
Total charge: +1
Multiplicity: 2

The geometry in XYZ format:
```
13
C4H7AgO | the Open Molecules 2025 dataset | ωB97M-V with the def2-TZVPD basis set
C 0.137 -2.189 1.160
C -0.236 -0.883 0.573
C -1.149 0.013 1.203
O -1.207 1.230 0.917
Ag -0.174 3.405 0.066
H -0.646 -2.535 1.848
H 0.371 -0.499 -0.253
H 0.266 -2.907 0.330
H 1.338 -1.157 2.637
C 1.472 -1.997 1.884
H 1.759 -2.878 2.470
H 2.276 -1.764 1.172
H -1.951 -0.425 1.821
```

Mulliken atomic charge list, values in e, 6 entries:
1 C -0.304
2 C -0.243
3 C -0.051
4 O -0.445
5 Ag 0.901
6 H 0.334



Record 4
Below is C4H7BN2O as an isolated structure, with properties calculated with ωB97M-V with the def2-TZVPD basis set.

## Properties
ΔE to the lowest compared entry with this formula, charge and spin in kJ/mol: 461.4
Lowest unoccupied orbital energy (spin up / spin down) in eV: -1.2 / -0.6

The geometry in XYZ format:
```
15
C4H7BN2O | the Open Molecules 2025 dataset | ωB97M-V with the def2-TZVPD basis set
B 0.205 1.284 -0.279
C 2.196 -0.478 -0.327
C 1.287 -1.547 0.247
C 1.529 0.611 -0.611
C -1.890 -0.275 -0.123
N 0.080 -1.409 0.490
N -0.576 -0.335 0.492
O 0.201 2.128 0.810
H -0.530 1.490 -1.186
H 3.159 -0.694 -0.642
H 1.777 -2.519 0.529
H -1.939 0.677 -0.625
H -2.203 -1.138 -0.686
H -2.705 -0.221 0.690
H -0.589 2.425 1.221
```

Mulliken atomic charge list, values in e, 6 entries:
1 B 0.475
2 C -0.427
3 C 0.009
4 C 0.038
5 C -0.797
6 N -0.519



Record 5
Below is an isolated molecule of C4H7BO2, with properties calculated with ωB97M-V with the def2-TZVPD basis set.

## Properties
ΔE to the lowest compared entry with this formula, charge and spin in kJ/mol: 478.6
Lowest unoccupied orbital energy (spin up / spin down) in eV: 0.0 / -0.1

The geometry in XYZ format:
```
14
C4H7BO2 | the Open Molecules 2025 dataset | ωB97M-V with the def2-TZVPD basis set
B -1.675 1.038 1.264
C -0.675 -1.581 0.165
C 0.195 -0.690 -0.322
C 0.177 0.832 -0.315
C 1.553 -1.182 -0.974
O -0.606 1.532 0.566
O -2.489 1.621 2.125
H -0.668 -2.567 0.376
H 1.136 1.245 -0.078
H -0.112 1.333 -1.284
H 1.535 -2.305 -1.290
H 2.382 -1.154 -0.240
H 1.846 -0.769 -2.013
H -2.597 2.648 2.020
```

Mulliken atomic charge list, values in e, 6 entries:
1 B 0.305
2 C -0.896
3 C 0.816
4 C -0.431
5 C -1.199
6 O -0.381



Record 6
Below is a 2-piece molecular cluster, C4H7BO3 overall, with properties calculated with ωB97M-V with the def2-TZVPD basis set.

## Properties
ΔE to the lowest compared entry with this formula, charge and spin in kJ/mol: 317.1
Lowest unoccupied orbital energy in eV: 0.4

The geometry in XYZ format:
```
15
C4H7BO3 | the Open Molecules 2025 dataset | ωB97M-V with the def2-TZVPD basis set
B 0.094 -0.190 0.451
C 1.197 -0.034 -3.191
C 0.585 -0.613 -2.307
C 0.948 1.953 1.464
C -1.727 -1.676 0.680
O 0.268 -1.280 -1.259
O 0.984 0.759 0.567
O -0.933 -0.580 1.183
H 1.338 0.454 -4.154
H -0.056 1.902 1.940
H 0.950 2.901 0.890
H 1.914 1.911 2.024
H -1.471 -1.687 -0.402
H -2.717 -1.315 0.920
H -1.375 -2.506 1.193
```

Mulliken atomic charge list, values in e, 6 entries:
1 B 0.690
2 C -0.487
3 C 0.247
4 C -0.471
5 C -0.468
6 O -0.718



Record 7
Below is an isolated molecule of C4H7Br, with properties calculated with ωB97M-V with the def2-TZVPD basis set.

## Properties
ΔE to the lowest compared entry with this formula, charge and spin in kJ/mol: 148.4
Lowest unoccupied orbital energy in eV: 1.0
SMILES: CC/C=C/Br

The geometry in XYZ format:
```
12
C4H7Br | the Open Molecules 2025 dataset | ωB97M-V with the def2-TZVPD basis set
C -0.837 -0.208 -0.251
C 0.797 -0.529 0.008
C -2.037 -0.536 0.403
C 1.560 0.776 -0.058
Br -3.755 0.080 -0.175
H -0.899 0.470 -1.181
H 1.025 -1.266 -0.791
H 0.743 -0.932 0.908
H -2.020 -1.216 1.252
H 1.100 1.584 0.501
H 1.733 1.149 -0.978
H 2.589 0.628 0.363
```

Mulliken atomic charge list, values in e, 6 entries:
1 C -0.108
2 C -0.429
3 C -0.456
4 C -1.159
5 Br -0.153
6 H 0.241



Record 8
Below is a 2-piece molecular cluster, C4H7Br overall, with properties calculated with ωB97M-V with the def2-TZVPD basis set.

## Properties
ΔE to the lowest compared entry with this formula, charge and spin in kJ/mol: 175.3
Lowest unoccupied orbital energy in eV: 0.7
SMILES: C=C=CC.Br

The geometry in XYZ format:
```
12
C4H7Br | the Open Molecules 2025 dataset | ωB97M-V with the def2-TZVPD basis set
C 0.951 0.629 0.328
C 1.051 -0.527 -0.270
C -0.128 1.324 1.114
C 0.950 -1.583 -0.988
Br -3.149 -1.238 -0.372
H 1.913 1.237 0.339
H -1.001 0.690 1.360
H 0.430 1.700 2.017
H -0.526 2.137 0.506
H 0.594 -1.479 -1.992
H 1.314 -2.581 -0.836
H -2.399 -0.309 -1.206
```

Mulliken atomic charge list, values in e, 6 entries:
1 C -0.159
2 C 0.186
3 C -0.819
4 C -0.731
5 Br -0.216
6 H 0.235



Record 9
Below is a 2-piece molecular cluster, C4H7Br2N2OS overall, with properties calculated with ωB97M-V with the def2-TZVPD basis set.

## Properties
ΔE to the lowest compared entry with this formula, charge and spin in kJ/mol: 158.3
Lowest unoccupied orbital energy in eV: -3.8
Total charge: +1

The geometry in XYZ format:
```
17
C4H7Br2N2OS | the Open Molecules 2025 dataset | ωB97M-V with the def2-TZVPD basis set
C 0.189 -1.488 0.478
C -1.552 0.304 0.064
C -0.317 0.483 -0.712
C 0.558 2.415 -0.060
N 0.631 -0.540 -0.256
N 0.957 -2.506 0.879
O -0.448 0.579 -2.099
S -1.503 -1.389 0.800
Br 2.413 2.396 -0.557
Br 0.195 2.659 1.809
H -1.488 1.007 0.909
H -2.421 0.663 -0.454
H -0.092 3.010 -0.541
H 1.588 -0.514 -0.698
H 1.976 -2.458 1.152
H 0.628 -3.196 1.585
H -0.008 1.311 -2.591
```

Mulliken atomic charge list, values in e, 6 entries:
1 C 0.529
2 C -0.405
3 C -0.144
4 C -0.320
5 N -0.011
6 N -0.494



Record 10
Below is C4H7BrCl2OS as an isolated structure, with properties calculated with ωB97M-V with the def2-TZVPD basis set.

## Properties
ΔE to the lowest compared entry with this formula, charge and spin in kJ/mol: 0.0
Lowest unoccupied orbital energy in eV: 0.4

The geometry in XYZ format:
```
16
C4H7BrCl2OS | the Open Molecules 2025 dataset | ωB97M-V with the def2-TZVPD basis set
C -1.315 1.830 0.221
C 1.072 -0.238 -0.112
C 2.038 -1.345 -0.459
C -1.626 0.362 0.341
O -0.800 -2.077 -0.406
S -0.580 -0.707 -0.822
Cl 3.639 -1.014 0.265
Cl -1.510 -0.240 1.998
Br -3.406 -0.003 -0.401
H -2.080 2.425 0.718
H -0.355 2.055 0.681
H -1.289 2.110 -0.831
H 0.977 -0.137 0.967
H 1.362 0.707 -0.565
H 2.185 -1.429 -1.536
H 1.688 -2.297 -0.059
```

Mulliken atomic charge list, values in e, 6 entries:
1 C -1.237
2 C -0.637
3 C -0.574
4 C 0.252
5 O -0.562
6 S 0.494



Record 11
Below is an isolated ion of composition C4H7BrFN4 and charge +1, with properties calculated with ωB97M-V with the def2-TZVPD basis set.

## Properties
Lowest unoccupied orbital energy in eV: -5.5
SMILES: C[C@@H](Br)Cc1nnn(F)[nH+]1
Total charge: +1

The geometry in XYZ format:
```
17
C4H7BrFN4 | the Open Molecules 2025 dataset | ωB97M-V with the def2-TZVPD basis set
C 1.640 -0.771 0.698
C 1.671 0.457 -0.313
Br 2.046 -0.238 -2.133
C 0.359 1.363 -0.318
C -0.960 0.607 0.080
N -1.929 1.026 1.075
N -2.892 0.095 1.038
N -2.582 -0.815 0.114
F -3.316 -1.868 -0.225
N -1.417 -0.589 -0.518
H 2.725 -1.107 0.836
H 1.261 -0.521 1.734
H 1.103 -1.669 0.243
H 2.536 1.124 0.010
H 0.480 2.273 0.341
H 0.218 1.734 -1.387
H -0.943 -1.100 -1.275
```

Mulliken atomic charge list, values in e, 6 entries:
1 C -1.111
2 C -0.220
3 Br -0.058
4 C -0.592
5 C 0.435
6 N -0.153



Record 12
Below is an isolated molecule of C4H7BrO, with properties calculated with ωB97M-V with the def2-TZVPD basis set.

## Properties
ΔE to the lowest compared entry with this formula, charge and spin in kJ/mol: 220.9
Lowest unoccupied orbital energy in eV: 0.9
SMILES: C=C(Br)OCC

The geometry in XYZ format:
```
13
C4H7BrO | the Open Molecules 2025 dataset | ωB97M-V with the def2-TZVPD basis set
C 1.385 1.887 0.043
C 1.692 0.647 -0.068
C -1.486 -1.528 0.078
C -0.727 -0.164 -0.182
O 0.629 -0.441 -0.269
Br 3.247 -0.256 -0.024
H 2.043 2.695 0.299
H 0.218 2.096 -0.060
H -1.242 -2.160 -0.625
H -1.009 -2.006 1.051
H -2.559 -1.373 0.325
H -1.065 0.520 0.577
H -1.127 0.084 -1.145
```

Mulliken atomic charge list, values in e, 6 entries:
1 C -0.535
2 C 0.285
3 C -1.248
4 C -0.342
5 O -0.307
6 Br -0.053



Record 13
Below is C4H7BrO2 as an isolated structure, with properties calculated with ωB97M-V with the def2-TZVPD basis set.

## Properties
ΔE to the lowest compared entry with this formula, charge and spin in kJ/mol: 222.5
Lowest unoccupied orbital energy in eV: 0.4

The geometry in XYZ format:
```
14
C4H7BrO2 | the Open Molecules 2025 dataset | ωB97M-V with the def2-TZVPD basis set
C -0.495 -0.753 -1.607
C -0.101 1.605 -0.209
C -0.141 -0.635 1.200
C 0.342 0.135 -0.001
O -0.814 -0.032 -2.457
O 1.706 -0.143 -0.151
Br -0.239 -2.647 0.939
H -0.654 -1.871 -1.344
H 0.080 2.231 0.765
H -1.159 1.674 -0.232
H 0.253 2.026 -1.119
H -1.245 -0.273 1.392
H 0.453 -0.648 2.207
H 2.014 -0.669 0.617
```

Mulliken atomic charge list, values in e, 6 entries:
1 C 0.299
2 C -1.339
3 C -0.861
4 C 0.732
5 O -0.376
6 O -0.541



Record 14
Below is C4H7CdO3 as an isolated structure, with properties calculated with ωB97M-V with the def2-TZVPD basis set.

## Properties
ΔE to the lowest compared entry with this formula, charge and spin in kJ/mol: 486.2
Lowest unoccupied orbital energy (spin up / spin down) in eV: -6.8 / -6.7
Total charge: +1

The geometry in XYZ format:
```
15
C4H7CdO3 | the Open Molecules 2025 dataset | ωB97M-V with the def2-TZVPD basis set
H -1.015 -2.077 1.232
O 1.187 -0.867 -0.824
C 0.277 -1.681 -0.442
C -0.412 -1.246 0.844
O -1.294 -0.223 0.442
C -0.729 0.617 -0.577
C -0.092 1.803 0.174
O 1.285 1.738 0.318
Cd 2.481 0.396 -0.007
H 0.502 -2.751 -0.567
H 0.271 -0.840 1.604
H -1.274 -0.270 -1.416
H -0.248 0.776 -1.562
H -0.549 1.923 1.176
H -0.390 2.704 -0.395
```

Mulliken atomic charge list, values in e, 6 entries:
1 H 0.304
2 O -0.525
3 C 0.037
4 C -0.268
5 O -0.289
6 C -0.507



Record 15
Below is a 2-piece molecular cluster, C4H7Cl2N2 overall, with properties calculated with ωB97M-V with the def2-TZVPD basis set.

## Properties
ΔE to the lowest compared entry with this formula, charge and spin in kJ/mol: 0.0
Lowest unoccupied orbital energy in eV: -3.1
Total charge: +1

The geometry in XYZ format:
```
15
C4H7Cl2N2 | the Open Molecules 2025 dataset | ωB97M-V with the def2-TZVPD basis set
Cl 2.114 1.936 -0.639
Cl -0.613 2.954 -0.243
C 1.065 3.353 -0.612
H 1.441 4.068 0.145
H 1.108 3.854 -1.598
C -1.575 -1.121 0.436
C -1.302 -2.458 0.549
C 0.598 -1.410 0.058
N -0.384 -0.507 0.134
N 0.043 -2.599 0.310
H -2.509 -0.569 0.547
H -1.950 -3.304 0.776
H 1.647 -1.214 -0.166
H -0.251 0.510 -0.016
H 0.566 -3.493 0.320
```

Mulliken atomic charge list, values in e, 6 entries:
1 Cl -0.157
2 Cl -0.186
3 C -0.237
4 H 0.299
5 H 0.299
6 C -0.170



Record 16
Below is an isolated ion of composition C4H7Cl2N2 and charge +1, with properties calculated with ωB97M-V with the def2-TZVPD basis set.

## Properties
ΔE to the lowest compared entry with this formula, charge and spin in kJ/mol: 0.0
Lowest unoccupied orbital energy (spin up / spin down) in eV: -3.3 / -6.6
Total charge: +1
Multiplicity: 3

The geometry in XYZ format:
```
15
C4H7Cl2N2 | the Open Molecules 2025 dataset | ωB97M-V with the def2-TZVPD basis set
C 0.685 -0.417 -0.773
C -1.243 0.043 1.055
C 0.080 -0.441 0.484
C -1.000 1.362 1.692
N -0.061 0.084 -1.810
N 1.829 -1.066 -1.026
Cl -0.675 2.765 0.778
Cl -0.424 1.467 3.379
H -2.118 0.151 0.275
H -1.545 -0.774 1.686
H 0.669 -0.774 1.308
H -1.038 0.260 -1.998
H 0.326 -0.135 -2.752
H 2.368 -1.325 -0.313
H 2.148 -1.199 -1.984
```

Mulliken atomic charge list, values in e, 6 entries:
1 C 0.910
2 C -0.559
3 C -0.509
4 C 0.191
5 N -0.371
6 N -0.354



Record 17
Below is an isolated molecule of C4H7Cl2NO, with properties calculated with ωB97M-V with the def2-TZVPD basis set.

## Properties
ΔE to the lowest compared entry with this formula, charge and spin in kJ/mol: 221.6
Lowest unoccupied orbital energy in eV: -1.1
SMILES: CC(C)(Cl)[C@H](Cl)N=O

The geometry in XYZ format:
```
15
C4H7Cl2NO | the Open Molecules 2025 dataset | ωB97M-V with the def2-TZVPD basis set
C 0.734 -0.958 0.886
C 0.699 1.509 0.313
C -0.994 -0.053 -0.700
C 0.424 0.094 -0.162
N -1.184 -1.050 -1.591
O -2.064 -1.863 -1.593
Cl -2.471 -0.288 0.844
Cl 1.502 -0.197 -1.596
H 0.517 -1.952 0.507
H 1.781 -0.910 1.168
H 0.116 -0.779 1.763
H 0.524 2.223 -0.489
H 0.053 1.750 1.152
H 1.738 1.597 0.623
H -1.374 0.877 -1.126
```

Mulliken atomic charge list, values in e, 6 entries:
1 C -1.420
2 C -1.466
3 C -0.298
4 C 1.044
5 N 0.131
6 O -0.305